A structure of composition C24H33CeN2O5P2S, computed with ωB97M-V/def2-TZVPD.

Atoms and positions in Å:
Ce: -0.47780 -0.05858 0.27067
S: -5.90407 0.53014 1.46439
P: 1.10803 -1.74193 1.54279
P: -1.28181 1.19763 -1.86537
O: -6.36915 1.90199 1.15946
O: -2.29779 0.00219 1.00019
O: 3.09684 -2.19909 -1.46646
O: 2.05448 -0.39105 -3.14814
O: -6.82401 -0.56964 1.11231
N: -4.51359 0.30216 0.69209
N: -0.48800 -1.84728 -1.25023
C: -0.35159 2.99219 3.24963
C: 0.32117 1.81182 1.32716
C: -1.30824 -1.70388 -2.31099
C: -0.21998 1.93493 -3.06537
C: 0.12888 -1.93832 3.03503
C: 1.24273 2.74722 0.90458
C: -3.48894 0.12101 1.51854
C: -1.53690 -2.79781 -3.11360
C: -0.16473 -4.14844 -1.63096
C: 0.58086 3.96651 2.89176
C: 2.77393 -1.29535 1.93633
C: -0.50353 1.86137 2.43765
C: -4.79953 0.26543 5.52316
C: -3.44041 -0.04906 5.32767
C: -2.56199 2.27136 -1.23890
C: 1.36677 3.85154 1.74061
C: -0.95132 -4.01667 -2.75878
C: 0.94928 -3.01280 0.34853
C: -2.92326 -0.14937 4.03792
C: 0.08012 -3.02753 -0.82054
C: -3.77221 0.07399 2.93017
C: -5.63458 0.46109 4.39921
C: -2.03985 -0.35851 -2.49259
C: -5.12005 0.35880 3.09786
H: -6.68746 0.69506 4.56090
H: 0.28510 -5.08320 -1.31854
H: 3.44516 -3.02317 -1.84595
H: 1.61522 0.38467 -0.44506
H: 2.41920 -2.52020 -0.80014
H: -0.96879 3.07185 4.13686
H: -3.21676 1.76811 -0.51987
H: 0.61384 -2.78402 3.53618
H: -2.78540 -0.21868 6.19249
H: 1.27792 0.05944 -1.08646
H: 2.08852 4.60307 1.46754
H: 0.18251 -1.03267 3.65359
H: 3.35187 -1.19714 1.01431
H: 0.69909 4.83504 3.52742
H: -0.92350 -2.16117 2.81551
H: 2.82793 0.19876 -3.18684
H: -3.03530 -0.43568 -2.00405
H: -5.18550 0.34905 6.55423
H: 2.78807 -0.35890 2.49945
H: -1.12795 -4.88254 -3.37682
H: -2.18558 -0.17137 -3.56775
H: -1.24045 1.08108 2.68439
H: 3.10650 -2.14064 2.54414
H: -0.92340 2.23434 -3.84365
H: 0.51585 1.19374 -3.38225
H: 1.82333 2.59748 -0.00962
H: -1.86793 -0.41056 3.90259
H: -2.18127 -2.66672 -3.97018
H: 1.27446 -3.99792 0.70188
H: 2.39182 -1.16884 -2.60991
H: -3.11302 2.56230 -2.13892
H: 0.27158 2.79107 -2.59577
H: -2.08450 3.13382 -0.75691

- spin multiplicity = 2
- LUMO level (spin up / spin down) (eV) = -0.5 / -0.5
- E (hartree) = -2975.87162
- HOMO (spin up / spin down) (eV) = -6.405 / -7.194
- Kohn-Sham gap (spin up / spin down) (hartree) = 0.21832 / 0.24743

A structure of composition C19H18As5CrF30N3O7, computed with ωB97M-V/def2-TZVPD.

Atoms and positions in Å:
As: 16.61326 -26.20536 -21.70790
As: 12.63230 -27.85012 -15.43729
As: 13.38968 -24.18360 -18.78125
As: 15.34645 -30.97116 -20.42143
As: 9.01588 -23.87749 -20.80526
Cr: 14.84528 -27.71970 -18.56025
F: 13.83799 -27.62436 -16.76529
F: 16.81924 -30.72950 -21.31149
F: 18.17196 -26.24944 -20.89289
F: 13.07646 -26.26495 -14.97202
F: 16.26900 -31.35640 -18.96903
F: 11.40037 -28.00780 -14.18008
F: 12.18974 -29.41437 -16.02015
F: 7.60316 -23.04645 -20.08665
F: 10.04444 -22.68975 -20.01276
F: 13.88022 -31.31580 -19.54919
F: 8.85911 -22.78420 -22.18146
F: 15.48858 -29.25588 -19.85637
F: 12.71123 -22.58660 -19.02361
F: 13.70581 -24.30702 -20.46903
F: 14.40827 -30.42334 -21.79037
F: 15.33207 -32.64380 -20.96539
F: 16.39708 -24.54248 -21.23404
F: 13.92357 -28.56245 -14.47211
F: 11.40694 -27.13675 -16.48941
F: 14.19327 -25.80343 -18.54676
F: 15.02304 -26.14206 -22.41561
F: 7.94652 -25.00194 -21.61021
F: 9.05400 -24.86046 -19.36533
F: 15.86571 -26.84217 -20.16693
F: 10.45494 -24.72527 -21.38307
F: 13.03047 -23.98699 -17.09587
F: 16.79875 -27.90218 -22.05122
F: 15.00145 -23.51470 -18.53233
F: 11.81091 -24.91697 -19.00438
F: 17.33170 -25.75856 -23.21233
O: 13.09095 -28.12308 -19.41863
O: 9.20093 -30.12224 -19.27403
O: 15.93829 -28.63681 -24.62313
O: 8.79673 -28.02264 -19.31230
O: 15.96532 -27.63827 -26.52678
O: 9.38377 -34.19521 -26.05001
O: 8.98020 -35.62362 -24.48632
N: 8.86494 -29.09922 -19.86512
N: 15.40244 -27.98217 -25.48930
N: 9.41787 -34.55961 -24.89638
C: 8.24482 -28.16378 -23.41787
C: 11.41577 -32.03729 -22.07796
C: 13.95566 -27.78746 -25.37745
C: 10.07380 -34.01507 -22.57120
C: 13.27629 -27.75430 -24.17372
C: 11.89359 -27.84165 -24.16520
C: 7.92855 -29.41112 -23.96576
C: 8.54220 -29.18432 -21.29345
C: 13.28381 -27.57297 -26.59510
C: 11.89969 -27.43502 -26.53569
C: 10.69914 -33.14352 -21.67376
C: 11.21729 -27.65484 -25.35425
C: 8.24222 -30.42381 -21.81257
C: 10.80245 -32.58196 -24.36162
C: 8.55932 -28.05095 -22.07809
C: 12.18787 -27.78350 -20.40766
C: 8.01424 -30.54415 -23.17138
C: 10.06501 -33.70406 -23.92182
C: 11.41335 -31.76221 -23.45737
H: 11.30959 -27.25556 -27.42615
H: 8.87158 -27.08835 -21.70123
H: 11.90387 -30.85681 -23.79005
H: 8.23018 -31.24176 -21.10439
H: 10.88430 -32.37873 -25.41992
H: 9.55745 -34.88290 -22.18868
H: 10.46971 -33.25539 -20.62028
H: 11.40159 -27.87618 -23.20182
H: 13.77177 -27.51333 -27.55299
H: 11.30060 -27.24743 -20.06806
H: 7.65351 -29.41105 -25.01252
H: 13.75264 -27.85821 -23.20672
H: 12.00284 -28.64219 -21.05925
H: 10.13586 -27.67226 -25.25936
H: 12.76720 -27.06194 -21.01416
H: 11.87651 -31.39218 -21.34327
H: 8.13403 -27.26003 -24.00284
H: 7.72562 -31.46636 -23.65811

- net charge = -3
- spin multiplicity = 4
- LUMO level (spin up / spin down) (eV) = 2.5 / 3.9
- E (hartree) = -16645.51016
- HOMO (spin up / spin down) (eV) = -3.588 / -4.637
- Kohn-Sham gap (spin up / spin down) (hartree) = 0.22549 / 0.31207

A structure of composition C37H49AuBF9N5O, computed with ωB97M-V/def2-TZVPD.

Atoms and positions in Å:
Au: 0.18677 -0.48528 0.09828
F: -2.18429 -3.77586 3.07578
F: -1.86336 -1.88266 2.08490
F: 1.89201 -4.50799 3.43160
F: -0.34007 -5.46609 1.87680
F: 0.01735 -4.61474 4.50828
F: 1.24369 -2.84001 4.63726
F: 1.18288 -4.38073 0.78870
F: -1.31971 -2.10825 4.16123
F: -0.89739 -3.89026 0.49594
O: 0.82553 -2.09461 2.11136
N: 3.26927 -2.20783 0.74503
N: -1.97613 1.78375 0.62324
N: 4.19416 -2.36270 -1.39009
N: 1.99685 -1.54566 -1.05457
N: -0.75299 2.18196 -1.22914
C: 5.14138 -3.74293 0.34130
C: -0.47545 1.56740 -3.55326
C: 0.32043 1.43914 -4.68683
C: -2.54136 1.32456 1.84795
C: -0.48632 2.17542 3.11006
C: -3.68793 0.45598 4.21829
C: -4.44772 -1.14855 0.24595
C: -4.47171 0.36225 0.50157
C: 1.89158 -1.24036 -2.47279
C: -1.69705 3.20491 -1.08050
C: -2.08071 -0.32958 -4.03492
C: 0.08071 2.09833 -2.37950
C: 0.80802 -3.78602 3.79976
C: 2.75644 -2.15396 -3.32187
C: 4.17601 -2.04848 -2.80458
C: -2.44654 1.07207 4.22866
C: -0.54019 3.47996 3.90950
C: -3.78360 0.68126 1.81733
C: 1.38439 4.14578 -0.34451
C: -1.93185 1.13192 -3.60587
C: 4.28899 -3.03351 1.37493
C: -4.34726 0.25861 3.01640
C: 2.18628 2.34437 -3.49614
C: 2.62948 1.96189 -0.17122
C: 3.10911 -2.03482 -0.59382
C: 1.42454 2.49687 -2.33723
C: 1.65099 1.82189 -4.66295
C: -1.85066 1.51305 3.05200
C: -1.33598 -2.72732 2.96528
C: 0.12495 -3.13351 2.53788
C: 5.44152 -2.75907 -0.77210
C: 2.14402 3.06471 -1.11746
C: -2.73882 2.05681 -4.52091
C: -2.42228 2.96814 0.02958
C: 0.57148 1.22024 3.66886
C: 0.00731 -4.24387 1.42401
C: -5.89873 0.91182 0.45107
B: -0.88349 1.21036 -0.14883
H: -3.79305 1.76429 -4.53297
H: 1.78763 1.42716 0.27449
H: 3.23269 1.22133 -0.70473
H: 0.96481 4.89740 -1.01878
H: -6.53035 0.44138 1.21042
H: 4.59125 -4.58633 -0.08440
H: -0.19288 2.42561 2.09183
H: 1.56043 1.68841 3.62658
H: 0.43201 3.98151 3.88231
H: -1.73960 -0.48613 -5.06336
H: -3.42095 -1.52144 0.24672
H: -1.76727 4.02358 -1.78077
H: -2.36160 2.01575 -5.54803
H: 6.05763 -4.11956 0.79887
H: 0.84414 -1.32073 -2.75933
H: -1.50377 -0.98237 -3.37745
H: 3.03430 3.54778 -1.52769
H: 2.27138 1.70499 -5.54378
H: -2.67658 3.09408 -4.18178
H: 5.98252 -1.89451 -0.36140
H: 2.17617 -0.19729 -2.65849
H: -1.28946 4.16330 3.50002
H: -2.34212 1.21380 -2.60143
H: -0.79200 3.29000 4.95767
H: -6.34915 0.71619 -0.52607
H: 2.41194 -3.18627 -3.21415
H: 3.23781 2.39329 0.63043
H: 4.55293 -1.03427 -2.99121
H: 3.22935 2.64247 -3.47264
H: -5.91189 1.99078 0.62525
H: -3.90274 0.83551 -0.29554
H: -3.12928 -0.63382 -3.97998
H: -4.12836 0.10470 5.14427
H: -5.30169 -0.25780 3.00881
H: -4.90438 -1.38349 -0.72016
H: -1.92036 1.19651 5.16924
H: 2.07258 4.64944 0.34057
H: 0.60902 0.28810 3.09908
H: -5.00042 -1.68405 1.02466
H: 4.92957 -2.40691 2.00463
H: 2.71080 -1.87731 -4.37698
H: 4.84402 -2.74416 -3.31603
H: 2.40433 -2.10221 1.29708
H: 3.80409 -3.75637 2.02791
H: 6.07137 -3.20531 -1.54122
H: -3.22552 3.55066 0.45450
H: -0.10338 1.02713 -5.59662
H: 0.56785 3.72870 0.24575
H: 0.36166 0.96764 4.71429

- net charge = -1
- LUMO level (eV) = 2.6
- E (hartree) = -2847.91740
- HOMO (eV) = -4.542
- Kohn-Sham gap (hartree) = 0.26100

| no. | maximum force (eV Å⁻¹) |
| --- | --- |
| 1 | 7.730 |
| 2 | 5.066 |
| 3 | 0.493 |